Record 1
85
Properties=species:S:1:pos:R:3:forces:R:3:lowdin_charge:R:1 method="wB97M-V/def2-TZVPD" charge=+2
Ti -0.806 0.155 -0.670 -0.1 0.4 0.4 0.830
C -1.254 2.646 -4.083 0.0 0.0 0.0 -0.001
C -0.539 2.302 -2.951 0.0 0.0 0.1 -0.116
N -0.941 1.109 -2.494 0.0 0.0 -0.4 -0.095
N -1.933 0.676 -3.320 0.2 -0.1 0.2 0.002
C -2.124 1.583 -4.280 -0.1 0.0 0.0 -0.024
B -2.606 -0.713 -3.112 -0.1 0.0 -0.1 -0.476
N -3.382 -0.746 -1.762 0.2 -0.1 0.1 -0.007
C -4.665 -1.039 -1.529 -0.1 0.0 -0.1 -0.033
C -4.880 -1.090 -0.163 0.0 0.0 0.0 -0.005
C -3.641 -0.815 0.391 0.1 0.1 0.1 -0.100
N -2.733 -0.622 -0.571 -0.2 -0.1 -0.1 -0.083
N -1.482 -1.751 -2.985 0.1 0.1 0.1 -0.011
C -1.245 -2.877 -3.665 0.0 0.0 -0.1 -0.019
C -0.165 -3.522 -3.089 -0.1 0.0 0.0 -0.007
C 0.196 -2.700 -2.030 0.1 0.0 0.1 -0.166
N -0.595 -1.624 -1.967 -0.1 -0.2 -0.1 -0.088
H -1.155 3.531 -4.686 0.0 0.0 0.0 0.118
H 0.228 2.852 -2.427 0.0 0.0 0.0 0.120
H -2.861 1.412 -5.047 0.0 0.0 0.0 0.143
H -3.347 -0.945 -4.015 0.0 0.0 0.0 0.134
H -5.341 -1.198 -2.354 0.0 0.0 0.0 0.143
H -5.801 -1.303 0.350 0.0 0.0 0.0 0.117
H -3.363 -0.725 1.428 0.0 0.0 0.0 0.105
H -1.860 -3.143 -4.509 0.0 0.0 0.0 0.142
H 0.285 -4.450 -3.391 0.0 0.0 0.0 0.116
H 0.995 -2.832 -1.318 0.0 0.0 0.0 0.077
I 1.387 2.826 2.856 0.1 -0.1 0.0 1.082
C -0.265 3.481 1.796 -0.3 0.3 0.1 -0.621
C -0.780 4.772 2.096 0.0 -0.1 -0.1 -0.207
C -1.916 5.240 1.498 0.0 -0.2 -0.1 -0.660
I -2.583 7.136 1.995 -0.1 0.2 0.0 1.035
C -2.629 4.424 0.566 -0.1 0.2 0.0 -0.186
C -3.828 4.791 -0.088 0.1 0.0 0.0 -0.013
C -4.427 3.912 -0.944 0.0 -0.1 0.0 -0.009
C -3.827 2.654 -1.161 -0.1 0.1 0.0 -0.092
N -2.712 2.282 -0.584 0.1 -0.1 0.0 0.108
C -2.118 3.150 0.268 0.0 0.1 0.0 -0.158
C -0.921 2.705 0.889 0.2 -0.5 -0.2 -0.330
O -0.513 1.459 0.512 0.2 0.2 0.2 -0.323
H -0.256 5.382 2.818 0.0 0.0 0.0 0.083
H -4.261 5.764 0.101 0.0 0.0 0.0 0.074
H -5.347 4.161 -1.452 0.0 0.0 0.0 0.120
H -4.289 1.941 -1.835 0.0 0.0 0.0 0.113
C -0.794 -0.732 2.973 0.0 -0.1 0.1 -0.236
As -0.040 -1.428 1.330 0.0 0.2 -0.2 1.148
C -0.495 -3.300 1.419 0.0 -0.1 0.1 -0.241
C 1.831 -1.177 1.808 0.0 -0.1 0.1 -0.344
C 2.979 -1.751 0.974 0.1 0.1 0.0 -0.625
C 2.893 -3.274 0.904 0.0 -0.2 0.0 -0.048
C 3.062 -1.198 -0.482 0.1 0.0 0.0 -0.288
As 1.840 0.155 -1.174 -0.4 0.0 0.0 1.145
C 2.187 -0.011 -3.067 0.1 0.0 0.0 -0.238
C 2.730 1.811 -0.726 0.1 0.0 0.0 -0.249
C 4.307 -1.352 1.665 -0.1 0.2 -0.1 -0.377
As 4.803 -1.571 3.582 0.1 0.0 0.1 1.165
C 3.795 -0.068 4.356 0.0 0.0 0.0 -0.352
C 3.700 -3.038 4.275 0.0 0.0 0.0 -0.346
H -0.446 -1.376 3.782 0.0 0.1 0.0 0.054
H -1.881 -0.733 2.965 0.0 0.0 0.0 0.025
H -0.428 0.281 3.124 0.0 0.0 0.0 -0.005
H 0.091 -3.757 2.217 -0.1 -0.1 0.0 0.049
H -0.306 -3.810 0.479 0.0 0.0 0.0 0.019
H -1.556 -3.377 1.655 0.0 0.0 0.0 0.044
H 1.894 -1.587 2.817 0.0 0.0 -0.1 0.046
H 1.921 -0.091 1.917 0.0 0.0 0.0 0.028
H 2.012 -3.622 0.359 0.0 0.1 0.0 0.057
H 2.858 -3.719 1.898 0.0 0.0 0.0 0.071
H 3.765 -3.679 0.390 0.0 0.0 0.0 0.105
H 3.034 -2.006 -1.216 0.0 0.0 0.0 0.077
H 4.028 -0.707 -0.630 0.0 -0.1 0.0 0.086
H 3.264 -0.098 -3.206 0.0 0.0 -0.1 0.053
H 1.826 0.875 -3.585 0.0 0.0 0.0 0.033
H 1.689 -0.891 -3.467 0.0 0.0 0.0 0.030
H 3.612 1.885 -1.364 0.0 0.1 0.1 0.052
H 3.025 1.792 0.320 0.0 0.0 0.0 -0.008
H 2.087 2.674 -0.884 0.0 0.0 0.0 0.027
H 4.460 -0.274 1.532 0.0 0.0 0.0 0.062
H 5.118 -1.827 1.106 0.0 0.0 0.0 0.070
H 4.004 0.829 3.770 0.0 0.0 0.0 -0.001
H 4.170 0.103 5.364 0.0 0.0 0.0 0.024
H 2.719 -0.229 4.409 0.0 0.0 0.0 0.003
H 4.014 -3.988 3.844 0.0 0.0 0.0 0.021
H 2.627 -2.907 4.138 0.0 0.0 0.0 0.003
H 3.901 -3.079 5.345 0.0 0.0 0.0 0.027

Record 2
16
Properties=species:S:1:pos:R:3:forces:R:3:lowdin_charge:R:1 method="wB97M-V/def2-TZVPD" charge=0 de_lowest_kcal_mol=53.48
C -1.481 -0.128 0.783 0.0 0.0 0.0 -0.045
C -0.057 0.348 0.970 0.1 0.2 0.2 -0.462
C 0.896 -1.709 -1.262 0.0 0.1 -0.1 0.013
C 0.669 -0.460 -1.565 0.0 0.0 0.2 -0.132
C 0.475 0.828 -1.476 0.1 -0.3 0.1 -0.103
C 0.451 1.355 -0.045 0.0 0.1 0.1 -0.157
N 0.688 0.079 1.965 -0.3 0.0 -0.2 0.135
H -1.739 -0.246 -0.274 0.1 0.0 0.2 0.074
H -2.142 0.640 1.200 0.0 -0.1 -0.1 0.085
H -1.680 -1.072 1.302 0.1 0.2 0.0 0.079
H 0.092 -2.434 -1.176 0.1 0.0 -0.1 0.063
H 1.909 -2.021 -1.023 -0.1 -0.1 -0.2 0.068
H 0.423 1.487 -2.342 0.0 -0.1 0.3 0.102
H 1.470 1.617 0.255 -0.2 0.1 0.0 0.113
H -0.171 2.251 0.066 0.0 0.0 -0.2 0.116
H 0.197 -0.534 2.621 0.1 -0.1 -0.1 0.050

Record 3
16
Properties=species:S:1:pos:R:3:forces:R:3:lowdin_charge:R:1 method="wB97M-V/def2-TZVPD" smiles="S=C1C=CC=C/C1=C1/O[SiH2]1" charge=0
C 0.937 -1.759 0.588 -0.8 0.4 1.6 -0.098
C 1.798 -1.468 -0.442 1.3 1.2 -1.5 -0.098
C 0.128 -0.778 0.980 0.1 0.4 -1.4 -0.024
C 2.008 -0.191 -0.802 0.9 -0.4 -1.5 -0.158
C 0.014 0.564 0.304 -1.3 -1.1 0.8 -0.223
C 1.358 0.913 -0.155 1.4 2.3 0.3 -0.695
C -1.245 1.039 0.064 -1.0 -0.4 -0.1 -0.107
O -2.441 0.228 0.489 1.8 -1.5 1.0 -0.258
Si -3.069 1.415 -0.368 1.6 2.8 1.6 0.685
S 2.381 2.220 0.197 -2.0 -1.1 -0.4 0.679
H 1.000 -2.698 1.108 -0.3 -0.2 0.1 0.115
H 2.329 -2.264 -0.851 1.1 -1.0 -1.0 0.094
H -0.516 -1.088 1.698 -2.4 0.0 2.2 0.079
H 2.747 0.085 -1.568 -0.3 -0.3 0.5 0.109
H -3.576 1.323 -1.652 -0.6 -0.5 -1.8 -0.072
H -3.853 2.460 0.409 0.5 -0.6 -0.4 -0.027

Record 4
9
Properties=species:S:1:pos:R:3:forces:R:3:lowdin_charge:R:1 method="wB97M-V/def2-TZVPD" smiles="N#[N+][O-].NC=O" charge=0 de_lowest_kcal_mol=68.53
C -0.502 0.756 0.285 1.4 0.5 1.4 -0.538
N -2.422 -0.781 -0.035 0.8 -1.1 0.1 0.235
N 0.410 0.149 -0.463 3.1 -2.1 -3.3 0.082
N -3.338 -0.159 -0.038 2.2 -2.9 -0.1 -0.315
O -1.376 1.470 -0.117 -0.1 1.2 0.0 -0.012
O -4.365 0.314 -0.075 -4.0 2.8 0.0 0.141
H -0.173 0.601 1.343 -1.1 0.0 0.1 0.132
H 0.996 -0.698 -0.178 -1.4 2.1 -0.1 0.137
H 0.583 0.422 -1.476 -0.9 -0.6 1.9 0.138

HOMO: -0.4713; -0.3514; -0.2983; -0.3763 (Eh)
E_LUMO: -6.8; 1.0; -1.1; 0.9 (eV)